Record 1
ORCA calculation (wB97M-V/def2-TZVPD) on C55H53IN4NaO3PSi as an isolated structure.

The energy above the lowest of the compared OMol25 structures with the same formula, charge and spin comes out at 25.6 kJ/mol.

The geometry in ORCA input format:
```
! wB97M-V def2-TZVPD RIJCOSX def2/J DEFGRID3
* xyz -2 1
Na 0.92849 1.09517 -0.33876
I 4.47371 0.28729 -1.81937
C 4.61606 2.31862 -1.23784
C 5.84031 2.76398 -0.82554
C 5.99761 4.12891 -0.49269
C 4.93735 4.98287 -0.60605
C 3.66870 4.52580 -1.04426
C 2.58616 5.42368 -1.21324
C 1.38798 4.95406 -1.67144
C 1.20944 3.57407 -1.93972
C 2.19765 2.61313 -1.78748
C 3.45949 3.14285 -1.35868
H 6.67833 2.08465 -0.74908
H 6.96585 4.48937 -0.16301
H 5.05421 6.03744 -0.36809
H 2.72951 6.47651 -0.98582
H 0.55831 5.64208 -1.81624
H 0.22501 3.26619 -2.28680
C 0.58037 -2.16735 4.74668
N 0.94804 -1.03787 3.91768
C 0.96538 0.22598 4.43682
C 1.24621 1.29386 3.68275
C 1.51826 1.09753 2.25798
O 1.73786 2.05015 1.49850
N 1.53452 -0.18340 1.78134
C 1.25592 -1.23904 2.54972
O 1.23230 -2.42151 2.15089
H 1.01625 -2.05678 5.74156
H 0.95984 -3.06889 4.27687
H -0.50625 -2.25834 4.84371
H 0.74493 0.29739 5.49491
H 1.26453 2.29321 4.09276
C 3.38871 -3.38639 -4.83847
C 4.26159 -3.74782 -3.82137
C 3.89241 -3.60282 -2.48780
C 2.64146 -3.09221 -2.13836
C 1.80337 -2.67391 -3.17905
C 2.15644 -2.83713 -4.51059
P 1.98204 -2.77873 -0.40867
C 1.02563 -4.36447 -0.20739
C 0.18512 -4.81707 -1.22766
C -0.61227 -5.94417 -1.06898
C -0.59024 -6.65631 0.12072
C 0.22855 -6.21471 1.15208
C 1.01465 -5.08137 0.99405
C 3.53176 -3.17305 0.52729
C 4.06667 -4.45222 0.68688
C 5.21861 -4.65746 1.43661
C 5.87327 -3.57711 2.01643
C 5.36753 -2.29619 1.84072
C 4.20189 -2.09833 1.11121
H 3.67626 -3.50871 -5.87634
H 5.24389 -4.13793 -4.06442
H 4.60320 -3.87689 -1.71915
H 0.87104 -2.17588 -2.92791
H 1.47951 -2.51460 -5.29323
H 0.15402 -4.28987 -2.17269
H -1.25371 -6.26424 -1.88231
H -1.20439 -7.54050 0.24421
H 0.25134 -6.75164 2.09391
H 1.61636 -4.72887 1.82068
H 3.58342 -5.29890 0.21335
H 5.60180 -5.66345 1.57214
H 6.77261 -3.73675 2.60084
H 5.87619 -1.44564 2.27889
H 3.78517 -1.10360 1.00444
C -3.28514 -1.46654 2.69428
C -2.83365 -2.08915 1.37194
C -3.94741 -1.92677 0.34562
C -2.51353 -3.57725 1.58333
N -1.64110 -1.33490 0.96354
N -1.20103 -1.44352 -0.37510
H -4.12953 -2.01794 3.12140
H -3.58111 -0.42974 2.52594
H -2.45734 -1.47247 3.41291
H -4.85179 -2.42712 0.70415
H -3.67676 -2.36360 -0.61701
H -4.17047 -0.86692 0.19718
H -3.35832 -4.10709 2.03697
H -1.63972 -3.68171 2.23401
H -2.27122 -4.06655 0.63420
H -0.85681 -1.62144 1.53537
H -1.61591 -0.69734 -0.92533
H -1.39854 -2.36173 -0.76420
O -1.27614 1.47795 -0.63300
Si -2.42707 2.53775 -0.66135
C -4.14501 1.88423 -0.09943
C -4.99248 1.23022 -1.00209
C -6.20453 0.67829 -0.60300
C -6.60643 0.77099 0.72380
C -5.78557 1.41528 1.64130
C -4.57254 1.95822 1.23141
C -2.81078 3.15570 -2.42898
C -2.14494 2.53952 -3.49411
C -2.38633 2.90794 -4.81415
C -3.31712 3.89846 -5.09973
C -4.00140 4.51621 -4.05854
C -3.74306 4.14938 -2.74316
C -2.14048 4.06314 0.43890
C -3.13131 4.99582 0.76786
C -2.85950 6.09004 1.58092
C -1.58111 6.26690 2.10061
C -0.58825 5.34074 1.80984
C -0.86587 4.25440 0.98718
H -4.68824 1.14598 -2.04159
H -6.83196 0.16329 -1.32300
H -7.54883 0.34010 1.04177
H -6.08653 1.48329 2.68108
H -3.93319 2.44215 1.96335
H -1.41972 1.76357 -3.26469
H -1.84352 2.42408 -5.61836
H -3.50512 4.19502 -6.12555
H -4.73914 5.28186 -4.27347
H -4.28155 4.65042 -1.94341
H -4.14319 4.86069 0.39494
H -3.64211 6.80478 1.81140
H -1.36387 7.12258 2.72999
H 0.40973 5.45866 2.21747
H -0.07966 3.54152 0.76847
*
```

Record 2
ORCA calculation (wB97M-V/def2-TZVPD) on a 5-piece molecular cluster, C55H56F6N8O10S2 overall at a distorted geometry.

The energy above the lowest of the compared OMol25 structures with the same formula, charge and spin comes out at 10.0 kJ/mol. As for the structure (SMILES): C#Cc1c(CN)c2c(c(CCCCCOC(C)=O)c1NCCCC)N(N=C(C)C)c1c(F)c(S)cc(C(F)(F)C(F)(F)F)c1S2.O=[N+]([O-])c1ccccc1.O=[N+]([O-])c1ccccc1.O=[N+]([O-])c1ccccc1.O=[N+]([O-])c1ccccc1.

The geometry in ORCA input format:
```
! wB97M-V def2-TZVPD RIJCOSX def2/J DEFGRID3
* xyz 0 1
C -5.92097 -4.82723 -1.75881
C -5.26199 -3.86299 -1.43136
C -4.46175 -2.62797 -1.34968
C -4.90383 -1.65300 -0.41143
C -6.13713 -1.92164 0.45689
N -5.88061 -3.02173 1.44314
C -4.18665 -0.45750 -0.33639
C -3.04407 -0.16636 -1.13911
C -2.61929 -1.18094 -2.03483
C -1.35706 -0.88632 -2.86922
C -0.23959 -1.84500 -2.32073
C 1.21060 -1.41094 -2.68017
C 2.18432 -2.33948 -1.87157
C 2.49144 -1.80398 -0.44598
O 3.58685 -2.54281 0.13418
C 3.29310 -3.04170 1.38502
C 4.28427 -2.76333 2.53926
O 2.32669 -3.71752 1.62401
C -3.31716 -2.41890 -2.15477
N -2.90644 -3.44032 -3.03290
C -2.88373 -3.04817 -4.45686
C -3.30975 -4.17816 -5.44991
C -2.12938 -4.43337 -6.45153
C -1.82993 -3.17242 -7.32700
N -2.33729 1.09516 -1.08193
N -3.25285 2.09562 -1.63347
C -2.62271 3.00082 -2.30791
C -2.86641 4.46254 -1.90355
C -1.69719 2.68824 -3.50421
C -2.11746 1.54586 0.26633
C -0.82902 2.04061 0.55584
F 0.09123 2.01950 -0.41571
C -0.56517 2.50153 1.85167
S 1.08500 3.11726 2.28077
C -1.55552 2.50658 2.84934
C -2.86017 2.00945 2.58574
C -3.88721 2.04163 3.71360
F -3.75549 0.87788 4.43784
F -5.15869 2.22505 3.30660
C -3.59769 3.19350 4.76673
F -4.75671 3.34049 5.46578
F -2.67117 2.83691 5.68523
F -3.36410 4.38128 4.19713
C -3.10070 1.52170 1.28445
S -4.69137 0.83432 0.83215
H -6.62124 -5.62496 -1.96231
H -7.01136 -2.12454 -0.18875
H -6.40015 -1.02806 1.06461
H -6.43690 -2.77394 2.26033
H -4.89833 -2.90375 1.69234
H -0.99536 0.14318 -2.72285
H -1.51922 -1.01135 -3.95452
H -0.31705 -1.81207 -1.21186
H -0.42282 -2.89591 -2.61543
H 1.38989 -0.33110 -2.49407
H 1.38262 -1.64978 -3.75072
H 3.11592 -2.51707 -2.44681
H 1.66299 -3.31526 -1.76494
H 1.56640 -1.85970 0.15965
H 2.76874 -0.73169 -0.51934
H 5.31319 -3.05989 2.24838
H 4.01481 -3.37602 3.41617
H 4.25386 -1.70763 2.86531
H -3.40683 -4.30808 -2.87477
H -3.46039 -2.11281 -4.60923
H -1.82944 -2.78896 -4.69790
H -3.58797 -5.10427 -4.90656
H -4.18406 -3.80874 -6.02548
H -2.46443 -5.25652 -7.11201
H -1.24114 -4.75974 -5.87319
H -1.19927 -3.49488 -8.17301
H -2.73826 -2.61907 -7.61763
H -1.22305 -2.49524 -6.69011
H -2.81554 5.10157 -2.81163
H -2.15198 4.81450 -1.14063
H -3.90545 4.51276 -1.51914
H -0.71533 2.33580 -3.12974
H -1.60039 3.54727 -4.18830
H -2.14194 1.86067 -4.08870
H 1.82984 1.96845 2.27715
H -1.24614 2.91584 3.81616
O 1.95853 7.36916 9.25290
N 1.11235 7.85755 8.52968
O 0.91913 9.05102 8.40265
C 0.26118 6.94185 7.75906
C 0.42780 5.57433 7.90574
C -0.39299 4.71248 7.19441
C -1.36544 5.22135 6.34374
C -1.51588 6.59470 6.19757
C -0.70031 7.46214 6.90803
H 1.18292 5.17137 8.56628
H -0.27671 3.64154 7.30524
H -2.00274 4.55183 5.79797
H -2.27303 6.98854 5.53133
H -0.82472 8.52994 6.79213
O 5.55887 -4.66519 5.38822
N 4.97497 -3.76240 5.95551
O 5.22628 -2.58000 5.81064
C 3.89522 -4.12150 6.88210
C 3.60464 -5.45815 7.10104
C 2.59951 -5.79425 7.99442
C 1.89409 -4.79672 8.65470
C 2.18799 -3.46000 8.41920
C 3.19385 -3.11733 7.52908
H 4.14995 -6.23953 6.59018
H 2.36720 -6.83507 8.17880
H 1.11269 -5.06216 9.35638
H 1.63454 -2.68482 8.93302
H 3.41982 -2.07479 7.35234
O -0.67668 2.25404 -7.24894
N -0.84772 1.29155 -7.97265
O -1.80051 0.54049 -7.90686
C 0.17018 1.01394 -8.99337
C 1.28946 1.82596 -9.07544
C 2.25976 1.54654 -10.02532
C 2.10186 0.46604 -10.88344
C 0.97044 -0.33481 -10.79786
C -0.00215 -0.06226 -9.84832
H 1.41847 2.66860 -8.41042
H 3.14182 2.16975 -10.09528
H 2.86408 0.24661 -11.62117
H 0.84877 -1.17444 -11.46980
H -0.87931 -0.69157 -9.78473
O 4.97710 2.63596 3.34461
N 4.80087 1.68974 2.60848
O 3.84536 0.92986 2.68056
C 5.80153 1.43776 1.56507
C 6.91487 2.25889 1.48163
C 7.87032 2.00513 0.51056
C 7.70424 0.94115 -0.36735
C 6.57916 0.13167 -0.28007
C 5.62160 0.37849 0.69020
H 7.05028 3.08841 2.16186
H 8.74748 2.63502 0.43907
H 8.45550 0.74171 -1.12192
H 6.45000 -0.69524 -0.96673
H 4.75197 -0.25808 0.75215
*
```

Record 3
ORCA calculation (wB97M-V/def2-TZVPD) on C55H66IrN3O5P as an isolated structure.

The expectation value of S² is 0.765. The energy above the lowest of the compared OMol25 structures with the same formula, charge and spin comes out at 0.0 kJ/mol.

The geometry in ORCA input format:
```
! wB97M-V def2-TZVPD RIJCOSX def2/J DEFGRID3
* xyz 0 2
Ir 0.55539 1.04277 -0.83060
C -3.54581 0.17745 4.90885
C -3.89034 -0.72086 3.71214
C -5.41262 -0.82127 3.61649
C -3.34115 -2.13236 3.96443
C -3.26559 -0.12640 2.44660
C -1.88174 -0.05052 2.33867
C -1.27264 0.52866 1.23257
N 0.12403 0.58259 0.99742
C 1.07331 0.51067 2.01504
C 0.79439 0.90367 3.31877
C 1.74297 0.84191 4.32887
C 2.99814 0.35152 4.00750
C 3.35917 -0.02757 2.70997
C 2.39426 0.10766 1.71542
O 2.81485 -0.13497 0.41555
C 4.78718 -0.59088 2.54272
C 5.16909 -1.12576 1.15720
C 5.80411 0.50056 2.90857
C 4.94179 -1.77424 3.52015
C 1.36607 1.23999 5.75694
C 2.59688 1.39733 6.65421
C 0.47201 0.13932 6.34518
C 0.60345 2.57137 5.76790
C -2.06643 1.00650 0.16563
O -1.44442 1.48080 -0.90709
C -3.46763 0.91450 0.24149
C -4.02961 0.36397 1.39411
C -4.33036 1.36806 -0.93944
C -4.08452 2.85641 -1.23562
C -5.82431 1.19152 -0.66236
C -3.98752 0.52172 -2.17841
H -3.97667 -0.22339 5.83058
H -3.93457 1.18607 4.75461
H -2.46445 0.25445 5.04512
H -5.80610 -1.27056 4.53075
H -5.72183 -1.44574 2.77505
H -5.87548 0.16126 3.50344
H -3.75385 -2.53933 4.89147
H -2.25365 -2.13791 4.05249
H -3.61673 -2.80475 3.14792
H -1.26044 -0.47542 3.11611
H -0.18870 1.29622 3.52700
H 3.74423 0.26773 4.78338
H 5.18122 -0.35152 0.39479
H 4.49608 -1.91887 0.82747
H 6.17686 -1.54271 1.22885
H 5.77446 1.31421 2.17919
H 6.81434 0.08296 2.90647
H 5.61339 0.92417 3.89461
H 4.17614 -2.52924 3.33184
H 4.86083 -1.46765 4.56274
H 5.92095 -2.23801 3.38409
H 3.11875 0.44983 6.80186
H 2.28554 1.75433 7.63766
H 3.30377 2.11974 6.23999
H 0.99795 -0.81756 6.35750
H -0.43741 0.01455 5.75148
H 0.17946 0.38718 7.36899
H 1.21096 3.37014 5.33778
H 0.35304 2.84549 6.79518
H -0.32978 2.51925 5.20665
H -5.10561 0.30188 1.46072
H -4.36187 3.46545 -0.37151
H -4.69694 3.17423 -2.08498
H -3.03814 3.04367 -1.46293
H -6.14997 1.77715 0.20031
H -6.08617 0.14494 -0.48958
H -6.38885 1.53669 -1.53124
H -2.93232 0.61416 -2.43382
H -4.58567 0.84591 -3.03586
H -4.20557 -0.53378 -1.99261
C 2.84160 6.17617 -1.97220
O 2.28315 5.14989 -2.79965
C 1.78279 4.09714 -2.10771
O 1.76071 4.01760 -0.91475
N 1.32938 3.20467 -3.04903
N 0.71089 1.98188 -2.76794
H 3.17754 6.95064 -2.65477
H 3.67800 5.78354 -1.39768
H 2.09078 6.56566 -1.28865
H 1.35733 3.49004 -4.01244
H 1.13303 1.26960 -3.35828
H -0.28484 2.02859 -2.98961
O 0.13136 -0.61135 -2.92905
P -0.62189 -1.80019 -3.43390
C -1.46215 -2.66737 -2.10656
C -1.78788 -4.02278 -2.15013
C -2.50247 -4.59020 -1.10657
C -2.89117 -3.81025 -0.02300
C -2.56503 -2.46197 0.02444
C -1.84890 -1.89169 -1.01907
C 0.44989 -3.00081 -4.25020
C 1.32560 -3.74747 -3.45946
C 2.23003 -4.61383 -4.05198
C 2.26734 -4.73768 -5.43587
C 1.40449 -3.99300 -6.22640
C 0.49703 -3.12393 -5.63516
C -1.88908 -1.34368 -4.63889
C -2.89759 -2.22863 -5.01179
C -3.85797 -1.83961 -5.93262
C -3.81830 -0.56479 -6.48360
C -2.81754 0.32109 -6.11509
C -1.85487 -0.06982 -5.19439
H -1.47091 -4.63708 -2.98545
H -2.75027 -5.64342 -1.13358
H -3.44649 -4.26056 0.79063
H -2.85666 -1.84211 0.86392
H -1.58344 -0.84329 -0.98982
H 1.29913 -3.64534 -2.38070
H 2.90659 -5.19164 -3.43598
H 2.97239 -5.41695 -5.89773
H 1.43526 -4.08876 -7.30398
H -0.17982 -2.54629 -6.25405
H -2.94442 -3.21691 -4.57189
H -4.64458 -2.52765 -6.21404
H -4.57484 -0.26073 -7.19551
H -2.79171 1.31789 -6.53565
H -1.07471 0.61630 -4.88951
C 2.34460 0.59745 -0.60685
C 3.47300 0.99852 -1.46896
C 4.41869 1.88713 -0.96459
C 5.42245 2.36997 -1.78915
C 5.50544 1.95168 -3.11096
C 4.57661 1.04956 -3.61053
C 3.55465 0.58235 -2.79395
H 4.34426 2.21337 0.06755
H 6.14793 3.07201 -1.39838
H 6.29671 2.32515 -3.74809
H 4.64915 0.70793 -4.63554
H 2.83004 -0.13537 -3.16769
*
```